(A)
The following is a DFT calculation (the ωB97M-V functional and the def2-TZVPD basis) of C5H18N4 as an isolated structure.

## Properties
2S+1 ... 1
Kohn-Sham gap ... 9.17 eV
HOMO level ... -8.11 eV

Cartesian coordinates (Å):
1 C 1.7662 0.4353 1.7020
2 C 2.9971 -0.0818 0.9539
3 N 0.5757 -0.0653 1.0340
4 N -0.6497 0.5103 1.4784
5 N 1.6793 0.0201 3.0975
6 H 0.6414 0.0771 0.0275
7 H 1.7886 1.5433 1.7127
8 H -0.8475 0.1129 2.3914
9 H -0.5475 1.5203 1.6221
10 H 2.4551 0.3921 3.6328
11 H 1.7147 -0.9934 3.1498
12 H 3.9068 0.2377 1.4622
13 H 2.9777 -1.1714 0.9209
14 H 3.0220 0.2955 -0.0688
15 C -1.1962 -0.9716 -1.8849
16 C -3.3386 0.2748 -1.4563
17 C 0.0406 -0.2720 -2.4442
18 N -1.8873 0.2369 -1.3049
19 H -1.6365 0.3372 -0.3142
20 H -0.9740 -1.7174 -1.1141
21 H -1.8401 -1.3651 -2.6777
22 H -3.8340 -0.6057 -1.0303
23 H -3.5781 0.3164 -2.5197
24 H -3.7322 1.1511 -0.9422
25 H 0.9380 -0.4492 -1.8514
26 H 0.2523 -0.5776 -3.4682
27 H -0.6938 0.8095 -2.1084



(B)
The following is a DFT calculation (the ωB97M-V functional and the def2-TZVPD basis) of a 3-piece molecular cluster, C5H18N4 overall.

## Properties
2S+1 ... 1
Kohn-Sham gap ... 9.18 eV
SMILES ... NCC(N)N.C=CC.N
HOMO level ... -8.31 eV

Cartesian coordinates (Å):
1 C 1.4318 -0.7653 0.4659
2 C 0.4203 -1.6053 1.2655
3 N 2.1440 -1.6547 -0.4295
4 N 2.3438 0.0227 1.2893
5 N -0.4296 -0.7498 2.0888
6 H 0.8744 -0.0526 -0.1498
7 H 2.7449 -0.5371 2.0356
8 H 2.6916 -2.3228 0.1049
9 H 2.7960 -1.1154 -0.9883
10 H 1.8779 0.8356 1.6769
11 H -1.1661 -1.2977 2.5202
12 H 0.1152 -0.3339 2.8405
13 H 0.9734 -2.3574 1.8543
14 H -0.2138 -2.1341 0.5531
15 C -1.5041 1.2650 -1.8631
16 C -1.5982 -0.2291 -1.9151
17 C -0.3469 1.9485 -2.0800
18 N -1.6814 1.6216 0.5874
19 H -2.4450 1.7722 -2.0492
20 H -2.1643 2.1854 1.2881
21 H -1.3226 0.7750 1.0323
22 H -0.8614 2.1553 0.2079
23 H -2.1777 -0.5785 -1.0605
24 H -2.1048 -0.5513 -2.8222
25 H -0.6148 -0.6951 -1.8786
26 H -0.3706 2.9847 -2.3862
27 H 0.5879 1.4141 -2.1884



Of them, the most stable is (B) and the least stable is (A).



(A)
The following is a DFT calculation (the ωB97M-V functional and the def2-TZVPD basis) of a 2-piece molecular cluster, C16H17N overall.

## Properties
2S+1 ... 1
Kohn-Sham gap ... 8.78 eV
SMILES ... Cc1c[nH]c2ccccc12.Cc1ccccc1
HOMO level ... -7.94 eV

Cartesian coordinates (Å):
1 C 4.7676 -0.1193 0.0844
2 C 1.3786 0.4291 -1.3438
3 C 2.4800 0.9261 -0.6445
4 C 3.3835 -0.2185 -0.4982
5 C 2.8302 -1.2755 -1.1583
6 C 0.1980 2.4814 -1.3100
7 C 0.2022 1.1423 -1.6360
8 C 1.2648 2.9843 -0.5205
9 C 2.4018 2.2387 -0.2198
10 N 1.5766 -0.8948 -1.6388
11 H -0.5601 3.2194 -1.5210
12 H -0.5035 0.6621 -2.2986
13 H 1.4163 4.0397 -0.3306
14 H 3.2551 2.6229 0.3281
15 H 1.0650 -1.5032 -2.2628
16 H 3.2659 -2.2317 -1.3887
17 H 5.2807 0.7571 -0.3049
18 H 5.2432 -1.0597 -0.1975
19 H 4.6983 -0.0907 1.1743
20 C -0.9957 -0.2188 1.8530
21 C -4.7930 -1.5785 0.3209
22 C -3.8430 -1.1279 -0.5404
23 C -4.4329 -1.7192 1.6792
24 C -2.6383 -0.5678 -0.1114
25 C -3.1792 -1.3637 2.1081
26 C -2.2652 -0.7190 1.2183
27 H -5.7950 -1.8220 -0.0006
28 H -3.9308 -1.1918 -1.6253
29 H -5.0778 -2.3592 2.2750
30 H -2.1216 0.2131 -0.6563
31 H -2.8217 -1.3301 3.1304
32 H -0.6111 -0.9316 2.5838
33 H -0.9170 0.7347 2.3764
34 H -0.2219 -0.1280 1.0757



(B)
The following is a DFT calculation (the ωB97M-V functional and the def2-TZVPD basis) of a 2-piece molecular cluster, C16H17N overall.

## Properties
2S+1 ... 1
Kohn-Sham gap ... 8.71 eV
SMILES ... Cc1c[nH]c2ccccc12.Cc1ccccc1
HOMO level ... -7.76 eV

Cartesian coordinates (Å):
1 C -0.2476 -2.5872 -2.5494
2 C -1.3811 -0.4447 -1.6055
3 C -1.4031 -1.6511 -2.3668
4 C -2.6691 0.1245 -1.6759
5 C -2.6392 -1.7457 -2.9209
6 C -0.4132 0.2315 -0.8537
7 C -0.7200 1.4026 -0.2011
8 C -2.0193 1.9443 -0.2993
9 C -3.0004 1.3213 -1.0222
10 N -3.4161 -0.6904 -2.4673
11 H 0.5687 -0.2324 -0.8020
12 H 0.1042 1.7628 0.3882
13 H -2.2107 2.8161 0.3073
14 H 0.6813 -2.1292 -2.1945
15 H -0.0839 -2.9351 -3.5608
16 H -3.1217 -2.4342 -3.6003
17 H -4.3497 -0.4476 -2.7695
18 H -3.9857 1.7089 -1.2203
19 H -0.3510 -3.4447 -1.8945
20 C 1.1507 2.1643 3.2598
21 C 1.1569 -0.2455 2.4173
22 C 1.7468 1.0065 2.4924
23 C 1.7529 -1.3014 1.7447
24 C 2.9301 -1.0693 1.0485
25 C 2.8958 1.2364 1.7337
26 C 3.4765 0.2070 1.0117
27 H 0.1851 -0.3751 2.8917
28 H 1.2647 -2.2638 1.7341
29 H 0.5662 2.7846 2.5754
30 H 1.9315 2.7187 3.7701
31 H 3.3812 -1.8473 0.4490
32 H 3.3143 2.2379 1.6910
33 H 4.3650 0.3724 0.4053
34 H 0.5401 1.8048 4.0838



Of them, the most stable is (B) and the least stable is (A).



(A)
The following is a DFT calculation (the ωB97M-V functional and the def2-TZVPD basis) of a 2-piece molecular cluster, C16H17N overall.

## Properties
2S+1 ... 1
Kohn-Sham gap ... 8.45 eV
SMILES ... Cc1c[nH]c2ccccc12.Cc1ccccc1
HOMO level ... -7.63 eV

Cartesian coordinates (Å):
1 C -0.2012 -2.6804 2.4900
2 C 1.4568 -3.2922 0.8709
3 C 0.1308 -2.9966 1.0558
4 C 1.7446 -3.8055 -0.4465
5 C 0.8349 -3.8305 -1.4411
6 C -0.8620 -3.1660 0.0616
7 C -0.5048 -3.5804 -1.1583
8 H 2.2751 -3.3289 1.5495
9 H 2.6394 -4.2911 -0.5538
10 H -1.1311 -2.2787 2.7131
11 H 0.5639 -1.9709 2.7612
12 H 1.0842 -4.1836 -2.3962
13 H -1.9533 -3.2074 0.5871
14 H -1.3848 -3.6259 -1.8266
15 H 0.0680 -3.4688 3.1168
16 C 1.8734 4.3537 0.0177
17 C -0.8036 1.7433 0.0716
18 C -0.0664 2.7849 -0.5509
19 C 1.0238 3.2183 0.2869
20 C 0.9853 2.3140 1.3194
21 C -2.5015 1.6233 -1.5926
22 C -1.9115 1.1435 -0.3980
23 C -1.7122 2.4782 -2.3607
24 C -0.6039 3.1684 -1.7293
25 N -0.1437 1.4872 1.3135
26 H -3.5369 1.3155 -1.8624
27 H -2.5231 0.4091 0.0201
28 H -1.9294 2.7528 -3.3203
29 H -0.3173 3.9265 -2.4169
30 H -0.2048 0.5862 1.6453
31 H 1.5727 2.3919 2.2344
32 H 2.9912 4.1176 -0.0349
33 H 1.5571 5.0734 0.8576
34 H 1.4902 4.8191 -0.8840



(B)
The following is a DFT calculation (the ωB97M-V functional and the def2-TZVPD basis) of a 2-piece molecular cluster, C16H17N overall.

## Properties
2S+1 ... 1
Kohn-Sham gap ... 8.52 eV
SMILES ... Cc1c[nH]c2ccccc12.Cc1ccccc1
HOMO level ... -7.83 eV

Cartesian coordinates (Å):
1 C 0.5635 -3.7363 2.0645
2 C -1.4686 -2.4285 0.7862
3 C -0.6000 -2.5916 1.9132
4 C -2.1505 -1.1622 1.1160
5 C -0.9539 -1.7509 2.9415
6 C -1.6080 -3.0556 -0.4585
7 C -2.4848 -2.3606 -1.2837
8 C -3.3656 -1.2843 -1.0009
9 C -3.1648 -0.5416 0.1546
10 N -1.8093 -0.8336 2.4225
11 H -0.9392 -3.9665 -0.7180
12 H -2.6944 -2.5410 -2.3887
13 H -4.3062 -1.0061 -1.7056
14 H 0.1891 -4.7610 2.1449
15 H 1.1255 -3.6173 3.1234
16 H -0.5788 -1.8114 3.8640
17 H -1.8891 -0.0421 2.8688
18 H -3.5292 0.3647 0.5167
19 H 1.1806 -3.4236 1.2576
20 C 1.5361 3.9019 0.6547
21 C 2.8150 2.1466 -0.6095
22 C 1.8335 3.1262 -0.5741
23 C 3.0873 1.4232 -1.7569
24 C 2.1962 1.4716 -2.8342
25 C 0.9051 3.2068 -1.6134
26 C 1.1299 2.4304 -2.7673
27 H 3.6668 2.1155 0.0339
28 H 3.9270 0.9399 -1.8687
29 H 0.9386 4.6994 0.2611
30 H 2.4184 4.3540 1.0783
31 H 2.2086 0.8997 -3.7587
32 H 0.0295 3.8896 -1.6235
33 H 0.6767 2.6555 -3.7290
34 H 1.1152 3.2896 1.4889



Of them, the most stable is (A) and the least stable is (B).



(A)
The following is a DFT calculation (the ωB97M-V functional and the def2-TZVPD basis) of one molecule with the formula C3H4F2O.

## Properties
2S+1 ... 1
Kohn-Sham gap ... 10.71 eV
SMILES ... O=C[C@H](F)CF
HOMO level ... -10.93 eV

Cartesian coordinates (Å):
1 C -0.9443 -0.4152 0.5330
2 C 0.0429 0.3005 -0.3831
3 C 1.5400 0.0960 -0.3037
4 H -1.1683 0.1400 1.4269
5 H -0.7291 -1.5637 0.7226
6 H -0.5599 0.2953 -1.4678
7 H 1.9532 1.0816 -0.4391
8 O 1.9916 -1.0675 0.0694
9 F -2.1739 -0.5145 -0.3558
10 F 0.0477 1.6475 0.1975



(B)
The following is a DFT calculation (the ωB97M-V functional and the def2-TZVPD basis) of one molecule with the formula C3H4F2O.

## Properties
2S+1 ... 1
Kohn-Sham gap (alpha / beta) ... 8.29 / 8.87 eV
HOMO level (alpha / beta) ... -8.90 / -9.11 eV

Cartesian coordinates (Å):
1 C 0.6720 0.8482 -0.5585
2 C -0.2987 -0.6773 1.2079
3 C 0.1319 -0.4766 -0.4758
4 O -1.0828 -0.7162 -1.0677
5 F 0.6655 -0.5656 2.1570
6 F -1.2045 0.2629 1.6240
7 H 0.2460 1.7607 -0.4321
8 H 0.6984 -1.3458 -0.6670
9 H 1.7828 0.8041 -0.5103
10 H -1.6105 0.1057 -1.2774



(C)
The following is a DFT calculation (the ωB97M-V functional and the def2-TZVPD basis) of one molecule with the formula C3H4F2O.

## Properties
2S+1 ... 1
Kohn-Sham gap ... 10.06 eV
SMILES ... O[C@@H]1[C@@H](F)[C@H]1F
HOMO level ... -9.30 eV

Cartesian coordinates (Å):
1 C -0.0896 0.4362 -0.5419
2 C 1.0263 -0.0621 0.2750
3 C -0.3550 -0.3348 0.9201
4 O -0.4769 -0.2530 -1.7044
5 F 1.8925 0.9219 0.6606
6 F -0.9804 0.3305 1.8745
7 H -0.2624 1.5144 -0.5381
8 H 1.4955 -1.0300 0.0852
9 H -0.7535 -1.4602 0.7819
10 H -1.4964 -0.0629 -1.8129



Of them, the most stable is (A) and the least stable is (B).